The following is a DFT calculation (wB97M-V/def2-TZVPD) of the molecule C4H6BrF in a non-equilibrium geometry.

The geometry in XYZ format:
```
12
Properties=species:S:1:pos:R:3:forces:R:3
C -0.0158 0.3703 -0.4343 0.555 -1.053 -1.576
C -0.4695 -1.1596 -0.4611 2.082 4.394 3.610
C -1.0926 -0.0607 0.4685 -2.004 -1.338 -2.775
C 1.3561 0.7209 0.1858 -0.596 -0.015 1.314
F 0.5507 -1.8628 0.1473 -1.004 -1.085 -0.325
Br -2.9898 0.4449 -0.0360 1.152 -0.258 0.192
H -0.2954 0.7256 -1.4551 0.176 0.628 1.349
H -1.0200 -1.5159 -1.2655 -0.488 -1.129 -1.218
H -1.1563 -0.1895 1.5091 0.812 0.122 1.117
H 1.3425 0.4025 1.2501 0.095 -0.401 -0.689
H 1.5166 1.7809 0.3551 -0.365 0.448 -0.654
H 2.2736 0.3435 -0.2640 -0.414 -0.313 -0.345
```
Forces are in eV/Å.

ΔE to the lowest compared entry with this formula, charge and spin   17.8 kcal/mol
Multiplicity   1
Largest force on an atom   6.056 eV Å⁻¹
Charge   0
Highest occupied orbital energy   -0.3552 Eh
SMILES   C[C@H]1[C@@H](F)[C@@H]1Br

Results of the Mulliken charge analysis, in e, for atoms 1 through 4: number 1, C, carries 0.151; number 2, C, carries -0.167; number 3, C, carries -0.418; number 4, C, carries -1.230

=====

The following is a DFT calculation (wB97M-V/def2-TZVPD) of a cluster of 2 separate species, C4H6BrF2NO in total in a non-equilibrium geometry.

The geometry in XYZ format:
```
15
Properties=species:S:1:pos:R:3:forces:R:3
C -0.0306 1.1208 0.6561 -3.168 0.453 -0.444
C 0.3122 -1.1098 -0.2318 -0.353 -0.480 -0.192
C 2.2001 0.3212 0.3529 0.411 0.164 0.110
C -2.4557 0.3123 -0.4469 1.673 1.050 0.324
N 0.7449 0.1732 0.2902 1.050 -0.627 -0.157
O -0.2053 2.1773 1.1252 0.736 -0.382 -0.110
F -2.2636 -0.0150 -1.7585 -0.254 -0.043 0.400
F -3.2102 1.4311 -0.4419 0.094 -0.447 0.016
Br -3.4178 -1.1362 0.4560 -0.184 -0.054 -0.081
H 0.4907 -1.1568 -1.3071 0.007 0.055 0.032
H 0.8827 -1.9019 0.2569 0.026 0.122 0.031
H -0.7438 -1.2620 -0.0370 0.112 0.072 0.014
H 2.6174 0.0591 -0.6224 -0.048 0.073 0.100
H 2.4736 1.3439 0.6021 -0.075 -0.008 -0.003
H 2.6055 -0.3572 1.1062 -0.026 0.052 -0.041
```
Forces are in eV/Å.

ΔE to the lowest compared entry with this formula, charge and spin   52.4 kcal/mol
Multiplicity   1
Largest force on an atom   3.231 eV Å⁻¹
Charge   0
Highest occupied orbital energy (alpha / beta)   -0.2990 / -0.2767 Eh

Results of the Mulliken charge analysis, in e, for atoms 1 through 4: number 1, C, carries 0.622; number 2, C, carries -0.607; number 3, C, carries -0.939; number 4, C, carries 0.075